{
  "formula": "C5H12NO",
  "method": "ωB97M-V/def2-TZVPD",
  "species": ["C", "N", "C", "C", "C", "O", "C", "H", "H", "H", "H", "H", "H", "H", "H", "H", "H", "H", "H"],
  "coordinates": [[1.760, 1.035, -0.282], [0.898, -0.016, 0.264], [-0.221, -0.723, -0.358], [-1.122, -1.369, 0.748], [-2.126, -0.492, 1.699], [-3.247, -1.151, 2.041], [1.474, 1.239, -1.833], [2.785, 0.936, 0.044], [1.525, 1.971, 0.150], [0.520, 0.151, 1.239], [0.237, -1.385, -1.097], [-0.598, 0.018, -1.006], [-0.418, -1.919, 1.317], [-1.669, -2.213, 0.315], [-2.398, 0.347, 1.010], [-1.457, -0.112, 2.535], [2.314, 1.536, -2.490], [0.521, 1.835, -1.974], [1.221, 0.311, -2.320]],
  "forces_ev_per_a": [[-1.8, -0.3, -1.6], [0.2, -0.3, 3.7], [0.9, 0.4, -0.1], [-0.1, 0.2, -1.2], [-0.2, -0.8, -1.6], [0.8, 0.0, 0.4], [-0.2, -0.2, 0.3], [0.7, -0.8, -0.6], [-0.6, 1.3, 0.6], [1.3, 0.3, -1.6], [-0.3, -1.0, 0.2], [-2.1, 0.8, -0.7], [1.0, -0.4, 1.2], [-0.6, 0.5, -0.2], [0.5, 0.6, 0.3], [-0.4, 0.0, -0.2], [-0.3, 0.7, 0.8], [1.4, -0.2, 0.1], [-0.2, -0.8, 0.2]],
  "mulliken_charge": [-0.33, -0.33, -0.45, -1.11, -0.23, -0.88, -1.11, 0.36, 0.20, 0.20, 0.26, 0.39, 0.41, 0.45, 0.12, 0.10, 0.33, 0.30, 0.32],
  "e_tot_ha": -327.61723,
  "de_lowest_kcal_mol": 49.5,
  "multiplicity": 1,
  "homo_lumo_gap_ev": 5.731,
  "total_charge": -1,
  "lumo_ev": 3.5
}